(1)
{"formula": "C32H64CaO6P2SbSi3", "method": "wB97M-V/def2-TZVPD", "lumo_ev": -1.7444, "e_homo_ev": -9.5, "relative_energy_kcal_mol": 5.89, "mol_weight_g_mol": 852.90, "homo_lumo_gap_ev": 7.80, "charge": 1, "symbols": ["Sb", "Ca", "P", "P", "Si", "Si", "Si", "O", "O", "O", "O", "O", "O", "C", "C", "C", "C", "C", "C", "C", "C", "C", "C", "C", "C", "C", "C", "C", "C", "C", "C", "C", "C", "C", "C", "C", "C", "C", "C", "C", "C", "C", "C", "C", "C", "H", "H", "H", "H", "H", "H", "H", "H", "H", "H", "H", "H", "H", "H", "H", "H", "H", "H", "H", "H", "H", "H", "H", "H", "H", "H", "H", "H", "H", "H", "H", "H", "H", "H", "H", "H", "H", "H", "H", "H", "H", "H", "H", "H", "H", "H", "H", "H", "H", "H", "H", "H", "H", "H", "H", "H", "H", "H", "H", "H", "H", "H", "H", "H"], "positions_angstrom": [[3.581, -0.832, 0.559], [0.342, -0.055, 0.546], [-1.914, -2.698, 1.098], [-1.549, -1.870, -1.796], [5.038, -2.161, -1.065], [3.590, -2.232, 2.704], [5.042, 1.224, 1.030], [-2.534, -1.325, -2.886], [-1.483, -4.169, 0.830], [-1.150, -3.332, -2.198], [-0.727, -1.883, 1.482], [-0.371, -0.994, -1.537], [-3.068, -2.771, 2.148], [-2.665, -2.054, -0.406], [-3.451, -1.762, 3.161], [-1.480, 3.012, 4.296], [6.680, -2.607, -0.304], [6.782, 0.764, 1.537], [-0.210, 2.520, 4.358], [2.540, -3.740, 2.332], [-2.332, 2.340, 0.736], [-0.270, 1.794, 2.004], [-3.538, 3.428, 2.982], [-2.032, -0.937, -4.212], [4.114, -3.711, -1.556], [-2.912, -1.620, -5.232], [-1.588, 2.358, 1.948], [2.759, -1.230, 4.046], [0.576, -4.873, -1.566], [-3.608, 2.820, 0.655], [-2.210, 2.938, 3.083], [0.198, -3.791, -2.552], [-2.377, -5.838, 2.372], [5.297, -2.752, 3.261], [0.148, -4.281, -3.982], [-4.225, 3.366, 1.803], [5.307, -1.117, -2.595], [-2.224, -5.432, 0.922], [4.218, 2.219, 2.376], [-2.052, 0.573, -4.291], [-2.348, -1.590, 4.184], [-3.531, -5.360, 0.163], [0.373, 1.903, 3.221], [5.080, 2.211, -0.557], [-3.852, -0.469, 2.492], [3.219, -3.452, -2.126], [0.651, -4.480, -0.552], [-2.568, -1.382, -6.238], [-1.698, 0.897, -5.270], [2.558, -4.424, 3.185], [-1.409, 1.010, -3.528], [7.235, 1.602, 2.074], [-1.499, -1.056, 3.758], [-1.845, 1.951, -0.158], [-4.628, -0.628, 1.742], [-1.003, -1.299, -4.302], [2.527, -1.886, 4.890], [3.407, -0.433, 4.417], [-4.217, -4.652, 0.632], [5.667, -3.591, 2.670], [-3.069, 0.939, -4.151], [-0.169, -3.491, -4.662], [-3.090, -5.196, 2.887], [6.020, -1.939, 3.184], [-3.998, 3.865, 3.861], [4.717, 3.190, 2.454], [-1.417, -5.789, 2.886], [5.619, -1.761, -3.422], [-0.179, -5.660, -1.582], [6.562, -3.246, 0.571], [-2.016, -2.557, 4.563], [-1.943, 3.470, 5.162], [7.406, 0.556, 0.666], [6.814, -0.105, 2.194], [-2.890, -2.701, -5.101], [6.097, -0.380, -2.439], [4.076, 2.502, -0.870], [-3.366, -5.083, -0.879], [5.264, -3.071, 4.305], [-4.245, 0.223, 3.237], [1.820, -0.779, 3.717], [5.658, 3.126, -0.403], [-4.144, 2.802, -0.286], [1.138, -4.619, -4.291], [-4.318, -2.233, 3.621], [1.501, -3.453, 2.152], [1.375, 1.498, 3.349], [-0.547, -5.117, -4.069], [0.353, 2.587, 5.282], [-3.941, -1.275, -5.127], [-2.735, -1.007, 5.020], [5.545, 1.655, -1.373], [3.163, 2.406, 2.169], [-2.989, 0.020, 2.037], [4.753, -4.326, -2.196], [0.867, -2.933, -2.459], [-3.079, -1.066, -0.179], [-4.004, -6.342, 0.180], [4.300, 1.729, 3.348], [1.534, -5.311, -1.845], [7.241, -1.720, -0.004], [-2.738, -6.865, 2.417], [7.281, -3.151, -1.038], [3.814, -4.315, -0.699], [-3.501, -2.689, -0.704], [-5.235, 3.751, 1.739], [-1.549, -6.124, 0.421], [4.403, -0.589, -2.902], [2.903, -4.286, 1.459]]}

(2)
{"formula": "C32H64F12N11O16S4", "method": "wB97M-V/def2-TZVPD", "lumo_ev": 1.3204, "e_homo_ev": -7.2, "mol_weight_g_mol": 1215.17, "homo_lumo_gap_ev": 8.54, "charge": -1, "symbols": ["S", "S", "S", "S", "F", "F", "F", "F", "F", "F", "F", "F", "F", "F", "F", "F", "O", "O", "O", "O", "O", "O", "O", "O", "O", "O", "O", "O", "O", "O", "O", "O", "N", "N", "N", "N", "N", "N", "N", "N", "N", "N", "N", "C", "C", "C", "C", "C", "C", "C", "C", "C", "C", "C", "C", "C", "C", "C", "C", "C", "C", "C", "C", "C", "C", "C", "C", "C", "C", "C", "C", "C", "C", "C", "C", "H", "H", "H", "H", "H", "H", "H", "H", "H", "H", "H", "H", "H", "H", "H", "H", "H", "H", "H", "H", "H", "H", "H", "H", "H", "H", "H", "H", "H", "H", "H", "H", "H", "H", "H", "H", "H", "H", "H", "H", "H", "H", "H", "H", "H", "H", "H", "H", "H", "H", "H", "H", "H", "H", "H", "H", "H", "H", "H", "H", "H", "H", "H", "H"], "positions_angstrom": [[-0.076, 0.829, -0.878], [-3.994, -1.704, 4.267], [-3.048, -4.197, 4.548], [1.609, -0.684, 0.382], [-1.940, -5.029, 2.274], [1.328, -2.966, 1.653], [-2.205, -0.686, 5.900], [-0.551, -4.674, 3.944], [0.688, -1.261, 2.789], [-2.604, 0.571, -1.200], [-1.804, -6.445, 3.945], [-3.752, 0.663, 5.322], [-2.176, 0.224, 3.883], [2.783, -1.654, 2.453], [-1.517, 0.810, -3.048], [-1.450, -1.082, -2.070], [-4.802, -2.064, 5.353], [-4.276, -4.864, 4.258], [-5.920, 3.428, 3.432], [-2.648, -4.120, 5.918], [0.941, -4.774, 9.392], [4.307, 2.195, -4.894], [2.411, 0.423, 0.827], [2.142, -1.471, -0.689], [-3.651, 4.371, -2.989], [-4.623, -1.138, 3.103], [0.978, 1.008, -1.825], [-0.520, 2.030, -0.238], [-0.875, 1.045, -6.176], [-0.730, -2.916, -6.316], [-0.939, 5.129, 4.515], [5.361, -2.391, -3.530], [4.705, 1.256, 5.636], [0.647, -3.168, 7.799], [0.047, -0.409, 0.243], [1.265, 5.084, -3.281], [-1.919, -2.237, 1.148], [-4.277, 2.291, -3.671], [-2.865, -2.815, 3.729], [4.772, -4.342, -2.543], [1.076, -2.711, -5.018], [4.293, 1.928, -2.663], [-4.347, 2.773, 1.964], [4.032, 2.570, -1.426], [4.111, 1.271, 3.105], [-1.521, 0.216, -1.889], [4.481, 2.624, -3.803], [-3.569, 1.699, 1.374], [0.295, -3.856, 8.912], [4.192, 0.503, -2.662], [-0.903, 4.958, -1.836], [1.940, -3.335, 7.233], [0.308, 5.034, -2.650], [-3.648, 3.480, -3.783], [-2.943, -0.277, 4.873], [1.081, 1.741, -5.076], [-0.121, 1.913, -5.954], [-3.833, 4.097, 1.645], [-5.179, 1.960, -2.590], [4.041, -4.961, -1.476], [-4.250, 1.321, -4.723], [-0.330, 3.275, -6.573], [1.609, -1.710, 1.930], [-0.676, 4.351, 3.640], [-0.153, -2.131, 7.198], [1.642, -3.963, -5.435], [5.110, -5.153, -3.685], [1.945, -1.915, -4.158], [4.986, -3.012, -2.578], [-0.078, -2.283, -5.552], [0.187, 4.744, 2.461], [-1.222, 2.938, 3.644], [-5.354, 2.557, 2.834], [-1.744, -5.149, 3.641], [4.433, 1.271, 4.535], [-5.175, 1.350, -5.313], [-0.162, -2.356, 6.131], [4.134, 3.652, -1.456], [4.468, 2.194, 2.646], [-1.216, 3.682, -6.077], [0.695, 1.277, -4.172], [0.924, 3.979, 2.247], [4.668, -5.684, -0.951], [-0.646, 5.321, -0.844], [1.587, 2.682, -4.895], [4.698, 0.508, 2.597], [0.676, 5.674, 2.759], [-0.400, -1.314, -5.146], [5.093, 0.013, -2.283], [4.063, 0.137, -3.676], [2.766, -1.414, -4.672], [-0.663, -3.462, 9.297], [-6.198, 2.179, -2.921], [-2.236, -2.277, 2.209], [-5.581, 1.488, 2.945], [-1.789, 2.756, 4.552], [-5.134, 0.897, -2.369], [-4.940, 2.560, -1.718], [1.844, -4.594, -4.572], [-3.442, 1.491, -5.432], [-3.412, 1.989, 0.340], [0.525, 3.914, -6.387], [5.599, -4.513, -4.404], [3.615, -4.221, -0.804], [4.628, -2.546, -1.644], [2.499, -2.400, 7.249], [1.831, -3.678, 6.206], [2.370, -2.575, -3.396], [-0.406, 4.918, 1.564], [3.039, 2.319, -1.038], [-3.181, 3.533, -4.784], [-1.173, -1.459, 0.977], [-1.638, 5.578, -2.350], [-1.364, 3.981, -1.784], [-4.049, 0.738, 1.531], [-4.417, 4.864, 2.144], [-1.990, 2.901, 2.856], [-1.481, -3.116, 0.859], [1.828, 1.103, -5.553], [2.496, -4.094, 7.770], [-2.565, 1.664, 1.816], [-0.444, 2.245, 3.333], [-2.750, -2.090, 0.572], [-3.769, 4.223, 0.563], [3.350, 0.104, -2.112], [1.318, -1.234, -3.575], [3.198, -5.518, -1.901], [3.041, 1.156, 3.035], [0.250, -1.119, 7.330], [5.791, -5.940, -3.337], [4.243, -5.693, -4.073], [-4.198, 0.319, -4.306], [-0.524, 3.172, -7.637], [4.762, 3.665, -3.589], [-1.185, -2.093, 7.523], [-2.826, 4.208, 2.077], [2.555, -3.760, -6.013], [1.028, -4.488, -6.161], [4.661, 2.171, -0.612]]}